[1]
72
Properties=species:S:1:pos:R:3:lowdin_charge:R:1 method="wB97M-V/def2-TZVPD" e_above_lowest_kcal_mol=7.2 total_energy_ev=-50571.8300 total_charge=0 smiles=CC[C@H](F)[C@@H](C#N)[C@H](C#N)COC(F)(F)F.COCCOCCOC.COCCOCCOC homo_lumo_gap_ha=0.3476 lumo_energy_ev=0.47
C -3.5186 2.8427 2.3310 -0.0730
C -2.3003 2.3874 1.5298 -0.1782
C -1.1106 3.3209 1.6949 -0.3229
F -1.4943 4.6172 1.8402 0.0293
C -0.1438 3.2587 0.5070 -0.1872
C 0.1607 1.8710 0.2606 -0.1625
N 0.2217 0.7175 0.1291 0.2425
C -0.7554 3.9672 -0.7459 -0.1921
C -0.8581 3.0074 -1.8340 -0.1885
N -0.8393 2.3052 -2.7682 0.2049
C 0.1147 5.1269 -1.2624 -0.0960
O -0.4081 6.3893 -0.8821 0.0715
C -1.1178 7.0141 -1.8400 -0.7287
F -2.2239 6.3296 -2.1515 0.1749
F -1.4682 8.2172 -1.3892 0.1873
F -0.4251 7.1589 -2.9686 0.1745
H -4.3716 2.2589 2.0152 0.0751
H -3.7321 3.8839 2.1611 0.0693
H -3.3602 2.6458 3.3811 0.0777
H -1.9902 1.4311 1.9110 0.1135
H -2.5906 2.2922 0.4930 0.1139
H -0.5534 3.0298 2.5776 0.1583
H 0.7910 3.7255 0.7820 0.1513
H -1.7658 4.2702 -0.5159 0.1498
H 1.0879 5.0525 -0.8102 0.1370
H 0.2552 5.0271 -2.3273 0.1332
C -5.1005 -2.8351 4.9409 -0.1169
O -3.9813 -3.1719 4.1542 -0.1984
C -3.7764 -4.5729 4.0622 -0.2040
C -3.1112 -4.9496 2.7571 -0.1838
O -3.9751 -4.9255 1.6314 -0.1255
C -4.3351 -3.6598 1.0986 -0.1841
C -3.2255 -2.9630 0.3426 -0.2078
O -2.2984 -2.3678 1.2324 -0.2045
C -1.0125 -2.2237 0.6612 -0.1281
H -4.9552 -3.1314 5.9862 0.0878
H -5.2230 -1.7545 4.8941 0.0858
H -6.0109 -3.3061 4.5523 0.0880
H -4.7303 -5.1057 4.1451 0.1256
H -3.1281 -4.8812 4.8937 0.1276
H -2.7989 -5.9927 2.8453 0.1275
H -2.2139 -4.3535 2.5840 0.1215
H -4.7551 -3.0092 1.8675 0.1201
H -5.1302 -3.8762 0.3817 0.1267
H -3.6622 -2.1737 -0.2852 0.1276
H -2.7224 -3.6897 -0.3055 0.1276
H -0.6207 -3.1929 0.3273 0.0882
H -0.3521 -1.8301 1.4300 0.0784
H -1.0325 -1.5258 -0.1772 0.0626
C 1.8457 -0.0389 -3.0473 -0.1153
O 3.0763 -0.1579 -2.3603 -0.1998
C 3.0390 -1.1475 -1.3452 -0.2109
C 4.4042 -1.7596 -1.1267 -0.1834
O 4.7990 -2.6852 -2.1290 -0.1263
C 5.2136 -2.1685 -3.3841 -0.1840
C 6.5797 -1.5184 -3.3723 -0.2061
O 6.5248 -0.2132 -2.8206 -0.1974
C 7.7527 0.1906 -2.2618 -0.1178
H 1.0581 0.3186 -2.3810 0.0414
H 1.9835 0.6808 -3.8522 0.0862
H 1.5520 -0.9997 -3.4868 0.0895
H 2.3284 -1.9393 -1.6084 0.1257
H 2.7046 -0.6752 -0.4125 0.1111
H 4.3496 -2.3504 -0.2093 0.1266
H 5.1632 -0.9902 -0.9747 0.1205
H 4.4631 -1.4995 -3.8079 0.1218
H 5.2794 -3.0430 -4.0352 0.1268
H 6.9473 -1.4417 -4.4047 0.1274
H 7.2695 -2.1480 -2.7982 0.1262
H 8.0837 -0.5121 -1.4878 0.0874
H 7.6008 1.1652 -1.8019 0.0864
H 8.5296 0.2769 -3.0304 0.0875

[2]
47
Properties=species:S:1:pos:R:3:lowdin_charge:R:1 method="wB97M-V/def2-TZVPD" e_above_lowest_kcal_mol=79.8 total_energy_ev=-321489.6185 total_charge=+2 homo_lumo_gap_ha="0.2037 / 0.2047" lumo_energy_ev="-9.04 / -9.01"
Tc 0.2174 -1.0760 -1.0664 0.6903
C -2.0533 -0.5468 2.2447 0.0367
C -0.6219 -0.0755 2.0124 -0.4883
C 0.1172 0.1982 3.3117 0.0333
O 0.1023 -1.0499 1.2226 -0.1651
C -0.6785 1.1841 1.1714 -0.4463
O -1.0908 2.2310 1.5112 0.2114
O -0.2731 0.9630 -0.1849 -0.5450
H -2.0374 -1.4534 2.8511 0.1125
H -2.5608 -0.7627 1.3031 0.0866
H -2.6112 0.2158 2.7860 0.1194
H 0.0885 -0.6931 3.9404 0.1115
H -0.3747 1.0072 3.8490 0.1167
H 1.1554 0.4725 3.1307 0.0933
H 0.2299 -1.8541 1.7431 0.1233
F -6.5458 1.4701 -1.1042 0.1895
C -5.2429 1.6261 -1.1453 -0.1101
C -4.4159 0.5077 -1.1300 -0.1382
F -4.9357 -0.7087 -1.0528 0.1351
C -3.0521 0.6810 -1.1912 -0.2047
F -2.2800 -0.4346 -1.1369 -0.0593
C -2.4646 1.9388 -1.2292 -0.3514
S -0.7347 2.2137 -1.2793 1.1253
C -3.3125 3.0443 -1.2114 -0.2066
F -2.7995 4.2629 -1.2359 0.1391
C -4.6913 2.8977 -1.1898 -0.1181
F -5.4726 3.9571 -1.1923 0.1823
Se -3.4863 -2.4951 -3.8802 0.1773
Sb -1.2307 -2.9189 -3.8346 0.0253
Se -0.4530 -3.1959 -1.0195 0.3490
Se 0.1744 -0.5273 -3.2561 0.3381
Se 0.6285 -3.9966 -4.7070 0.1224
N 4.2419 -2.0502 -1.1383 0.1786
C 2.9639 -2.1632 -1.4646 -0.1263
N 2.2172 -1.2529 -0.8388 -0.1018
C 3.1032 -0.4784 -0.0618 -0.1859
C 2.9087 0.6418 0.7418 -0.0090
C 4.0206 1.1843 1.3525 -0.0377
C 5.3030 0.6423 1.1737 -0.0372
C 5.5117 -0.4523 0.3631 0.0236
C 4.3854 -0.9889 -0.2491 -0.1632
H 4.9806 -2.6431 -1.4884 0.1905
H 2.5828 -2.9084 -2.1458 0.1153
H 1.9366 1.0889 0.8681 0.0908
H 3.9063 2.0590 1.9787 0.1225
H 6.1446 1.1030 1.6719 0.1241
H 6.4992 -0.8647 0.2064 0.1304

[3]
142
Properties=species:S:1:pos:R:3:lowdin_charge:R:1 method="wB97M-V/def2-TZVPD" total_energy_ev=-101315.4753 total_charge=0 smiles="C=CC[C@H]1[C@@](F)(CCc2ccccc2)[C@@H](CCCCCCCCCC)[C@H](CC(=O)c2ccccc2)OS1(=O)=O.CN(C)P(=O)(N(C)C)N(C)C.CN(C)P(=O)(N(C)C)N(C)C" homo_lumo_gap_ha=0.2501 lumo_energy_ev=-0.84
C 1.0349 -1.6765 4.6717 -0.0147
C 1.1316 -0.3756 5.2710 -0.1236
C 2.1190 0.6546 4.4867 -0.1744
C 1.6328 0.9945 2.9988 -0.2169
C 0.3635 2.0249 2.9334 -0.2962
F -0.7768 1.3077 3.5105 -0.0331
C 0.6323 3.4125 3.6734 -0.0761
C 0.3494 3.3577 5.2858 -0.1491
C -0.6329 4.5302 5.7779 -0.1673
C -0.3540 6.0352 5.5244 -0.0428
C -1.3301 7.1081 6.0733 -0.0793
C -2.6206 6.7755 6.8971 -0.0740
C -2.9107 5.2503 7.1502 -0.0743
C -1.9294 4.1560 6.5953 -0.0292
C 0.0138 2.1573 1.3556 -0.1749
C -1.0412 3.3091 0.9991 -0.1610
C -2.5299 3.0639 1.5428 -0.1947
C -3.5012 4.3651 1.3640 -0.1939
C -4.9773 3.8643 1.8139 -0.2327
C -6.0987 5.0102 1.7380 -0.2131
C -7.4443 4.4989 2.5094 -0.2100
C -8.4888 3.7502 1.5428 -0.2082
C -8.5053 2.1335 1.7304 -0.2254
C -9.6503 1.6204 2.7353 -0.2688
C -9.8193 0.0038 2.7389 -0.1499
C 1.3002 2.2843 0.3938 -0.2663
C 1.5287 0.8658 -0.3467 -0.0643
C 0.6613 0.6751 -1.6768 -0.2718
O 1.1081 1.2189 -2.7407 0.0194
C -0.6871 -0.1744 -1.7709 -0.0827
C -1.4065 -0.3608 -3.1650 0.0059
C -2.7433 -1.1748 -3.2916 -0.0561
C -3.4574 -1.8244 -2.0332 -0.0628
C -2.7439 -1.6576 -0.6663 -0.0626
C -1.3878 -0.8623 -0.5542 -0.0209
O 2.4876 2.8347 1.0224 -0.1985
S 3.1284 1.7499 2.1355 0.8011
O 4.0491 0.7179 1.5481 -0.3232
O 3.9634 2.5824 3.1003 -0.3245
H 0.5964 -2.5878 5.1939 0.0611
H 1.4559 -1.8446 3.6121 0.0710
H 0.5571 -0.0993 6.2140 0.1007
H 3.1101 0.0631 4.3748 0.1283
H 2.3935 1.5700 5.1232 0.1117
H 1.2679 0.0386 2.4856 0.1265
H 0.0190 4.2965 3.2933 0.1073
H 1.7411 3.7374 3.5802 0.1244
H 0.0065 2.3310 5.6449 0.0957
H 1.3564 3.5588 5.8254 0.1218
H 0.5918 6.3428 4.9557 0.1013
H -1.0799 8.2153 5.9003 0.0849
H -3.3217 7.5653 7.3278 0.0825
H -3.8470 5.0018 7.7680 0.0838
H -2.2123 3.0639 6.8380 0.0925
H -0.4972 1.1545 1.0758 0.1252
H -1.1203 3.3293 -0.1592 0.1276
H -0.6553 4.3673 1.2763 0.1260
H -2.5931 2.7899 2.6496 0.1100
H -2.9958 2.2530 0.8573 0.1222
H -3.1473 5.1872 2.0795 0.1159
H -3.5917 4.7049 0.2774 0.1161
H -4.9720 3.4486 2.8832 0.1106
H -5.3272 3.0109 1.1114 0.1190
H -6.3849 5.2372 0.6394 0.1083
H -5.7627 6.0142 2.1859 0.1079
H -7.9471 5.3485 3.1008 0.1054
H -7.0828 3.7389 3.2914 0.0953
H -9.5555 4.1608 1.7033 0.1073
H -8.2154 3.9317 0.4389 0.1013
H -7.4602 1.7658 2.0165 0.1037
H -8.7509 1.6655 0.6994 0.1109
H -10.6909 2.0322 2.4542 0.1079
H -9.4606 1.9300 3.8270 0.1070
H -10.1727 -0.4025 1.7179 0.0754
H -10.6754 -0.2288 3.4742 0.0683
H -8.8967 -0.5476 3.1278 0.0698
H 1.0041 3.0262 -0.4448 0.1694
H 1.3428 -0.0485 0.3212 0.1111
H 2.6446 0.8275 -0.6314 0.1363
H -0.9512 0.0818 -4.1213 0.1056
H -3.2646 -1.3328 -4.3018 0.0961
H -4.4398 -2.3985 -2.0583 0.0937
H -3.2037 -2.1020 0.2915 0.0928
H -0.9379 -0.8178 0.4973 0.0795
C 8.4619 1.7096 0.0707 -0.1295
N 7.8230 0.5619 -0.5462 -0.3208
C 6.3727 0.7364 -0.6353 -0.1386
P 8.3854 -1.0603 -0.6537 0.7519
O 7.9703 -1.1628 -2.1325 -0.3096
N 10.0720 -1.0585 -1.0200 -0.3412
C 11.0134 -0.0075 -0.6757 -0.1479
C 10.4961 -1.6690 -2.2803 -0.1479
N 8.8362 -1.0281 1.0644 -0.2705
C 9.5524 -2.2648 1.4725 -0.1390
C 7.6853 -0.9444 1.9912 -0.1309
H 8.6209 1.5988 1.1477 0.0705
H 7.8732 2.6235 -0.0634 0.0813
H 9.4144 1.9453 -0.4003 0.0528
H 5.8685 0.4354 0.2853 0.0297
H 5.9542 0.1337 -1.4477 0.0717
H 6.0891 1.7696 -0.8556 0.0821
H 10.9639 0.8210 -1.3890 0.0799
H 12.0398 -0.3912 -0.6883 0.0764
H 10.8680 0.3713 0.3362 0.0695
H 10.3222 -0.9961 -3.1289 0.0820
H 9.9610 -2.6039 -2.4578 0.0694
H 11.5591 -1.9258 -2.2617 0.0747
H 8.9325 -3.1525 1.3064 0.0816
H 9.8269 -2.2211 2.5305 0.0803
H 10.4886 -2.4058 0.9329 0.0705
H 6.9360 -1.7097 1.7659 0.0883
H 7.2012 0.0314 1.9597 0.0648
H 8.0052 -1.0668 3.0298 0.0841
C -0.8974 -4.3725 -5.5021 -0.1267
N -2.1790 -5.0372 -5.3497 -0.3192
C -2.6542 -4.9777 -3.9681 -0.1417
P -2.8842 -6.2656 -6.3280 0.7516
O -4.2551 -5.5655 -6.3107 -0.3119
N -2.6040 -5.9035 -7.9914 -0.3412
C -1.4854 -5.1397 -8.5164 -0.1458
C -3.7703 -5.6667 -8.8429 -0.1458
N -1.3453 -7.1532 -6.3413 -0.2711
C -1.3951 -8.3347 -7.2420 -0.1359
C -0.9537 -7.7073 -5.0266 -0.1359
H -0.0398 -5.0480 -5.4284 0.0710
H -0.7482 -3.5976 -4.7421 0.0758
H -0.8326 -3.8276 -6.4418 0.0549
H -2.2401 -5.7878 -3.3586 0.0617
H -3.7446 -5.0624 -3.9252 0.0702
H -2.4177 -4.0267 -3.4835 0.0498
H -1.6573 -4.0633 -8.4187 0.0801
H -1.3393 -5.3539 -9.5809 0.0779
H -0.5386 -5.4036 -8.0448 0.0703
H -4.1699 -4.6550 -8.7013 0.0820
H -4.5600 -6.3895 -8.6291 0.0704
H -3.5235 -5.7901 -9.9011 0.0761
H -2.1806 -9.0328 -6.9332 0.0828
H -0.4367 -8.8618 -7.2411 0.0819
H -1.5790 -8.0635 -8.2811 0.0717
H -1.7690 -8.2837 -4.5784 0.0873
H -0.6552 -6.9292 -4.3245 0.0617
H -0.0783 -8.3563 -5.1166 0.0845